Entry from the Open Molecules 2025 dataset: a single CH6O2Si molecule (wB97M-V/def2-TZVPD).

Output
**HOMO-LUMO gap**: 10.9 eV
**E_HOMO**: -0.36957 hartree
**Total charge**: 0
**Relative energy (zero: lowest compared OMol25 entry of this formula, charge and spin)**: 116.57 kcal/mol
**Structure (SMILES)**: C[SiH2]OO
**LUMO level**: 0.825 eV

The geometry in XYZ format:
```
10
Properties=species:S:1:pos:R:3:mulliken_charge:R:1
C -1.53 0.53 0.21 -0.91
Si 0.08 -0.29 -0.37 0.56
O 1.26 0.55 0.48 -0.20
O 2.55 0.18 0.17 -0.33
H -1.91 0.89 -0.75 0.28
H -2.15 -0.32 0.60 0.27
H -1.32 1.26 0.98 0.29
H -0.13 -1.62 -0.05 -0.14
H 0.74 -0.39 -1.64 -0.14
H 2.41 -0.77 0.36 0.32
```

***

Entry from the Open Molecules 2025 dataset: 2 unconnected molecules or ions with the total composition C28H24F3O2 (wB97M-V/def2-TZVPD).

Output
**HOMO-LUMO gap**: 5.8 eV
**E_HOMO**: -0.41056 hartree
**Total charge**: +1
**LUMO level**: -5.368 eV

The geometry in XYZ format:
```
57
Properties=species:S:1:pos:R:3:mulliken_charge:R:1
C -5.80 5.11 8.21 -0.57
O -5.64 4.40 9.47 -0.33
C -4.40 4.25 10.02 0.91
C -4.28 3.33 11.09 -0.82
C -3.04 2.82 11.39 -0.41
C -1.83 3.39 10.89 0.64
C -0.56 3.02 11.42 -0.57
H -0.66 -0.93 9.46 0.14
C 0.76 3.15 10.87 -0.26
C 1.81 3.88 11.51 -0.49
C 2.81 4.41 10.73 -0.50
C 2.99 3.97 9.39 0.76
O 3.96 4.68 8.74 -0.39
C 4.47 4.36 7.43 -0.77
C 2.14 2.97 8.85 -0.32
C 1.09 2.51 9.63 -0.40
C -1.97 4.44 9.93 -0.37
C -3.23 4.94 9.59 -0.70
H -6.68 5.74 8.33 0.24
H -4.92 5.71 7.93 0.29
H -5.96 4.37 7.41 0.26
H -5.18 2.97 11.57 0.46
H -2.95 1.90 11.96 0.35
H -0.63 2.42 12.34 0.50
H 1.82 4.03 12.60 0.46
H 3.52 5.15 11.09 0.44
H 5.32 5.04 7.31 0.25
H 4.82 3.33 7.33 0.33
H 3.73 4.56 6.64 0.32
H 2.33 2.55 7.86 0.42
H 0.50 1.65 9.33 0.46
H -1.10 4.83 9.40 0.41
H -3.32 5.80 8.93 0.36
F -5.44 -0.87 12.12 -0.34
C -4.72 -1.10 10.96 0.50
C -5.33 -0.79 9.75 -0.77
C -4.49 -0.82 8.64 0.46
F -5.03 -0.42 7.42 -0.32
C -3.15 -1.16 8.73 -1.02
C -2.56 -1.56 9.95 0.87
C -1.06 -1.85 9.85 -0.50
C -0.06 -2.19 10.95 0.93
C 1.26 -2.34 10.51 -0.79
C 2.30 -2.65 11.37 -0.48
C 2.10 -2.73 12.75 -0.57
C 0.80 -2.53 13.18 0.25
F 0.58 -2.60 14.55 -0.31
C -0.27 -2.22 12.34 -0.57
C -3.38 -1.51 11.10 -0.81
H -6.39 -0.53 9.69 0.50
H -2.55 -1.15 7.82 0.43
H -0.82 -2.40 8.87 0.46
H 1.47 -2.18 9.45 0.39
H 3.31 -2.76 10.99 0.37
H 2.91 -2.94 13.46 0.44
H -1.25 -2.03 12.77 0.33
H -3.02 -1.81 12.07 0.45
```

***

Entry from the Open Molecules 2025 dataset: a molecular structure, C4H4AgMgO5 (wB97M-V/def2-TZVPD).

Output
**HOMO-LUMO gap (spin up / spin down)**: 6.4 / 6.5 eV
**E_HOMO (spin up / spin down)**: -0.27920 / -0.30263 hartree
**Total charge**: 0
**Relative energy (zero: lowest compared OMol25 entry of this formula, charge and spin)**: 0.00 kcal/mol
**Multiplicity**: 2
**LUMO level (spin up / spin down)**: -1.226 / -1.728 eV

The geometry in XYZ format:
```
15
Properties=species:S:1:pos:R:3:mulliken_charge:R:1
O -0.31 0.44 2.60 -0.75
C 0.25 -0.67 2.92 0.73
C -1.42 -0.11 0.86 -0.52
O 1.39 -0.79 3.34 -0.69
O -0.27 -1.72 2.23 -0.37
C -1.52 -1.45 1.59 -0.48
H -2.16 -0.18 0.04 0.45
H -1.81 0.87 1.16 0.38
H -1.69 -2.28 0.90 0.34
H -2.32 -1.41 2.35 0.27
O 0.05 -0.76 -1.39 -0.80
C 0.07 0.01 -0.39 1.23
O 0.82 1.07 -0.49 -0.77
Ag 1.54 1.79 1.51 0.65
Mg 1.50 0.47 -2.52 0.33
```

***

Entry from the Open Molecules 2025 dataset: 3 unconnected molecules or ions with the total composition C18H22N3O4 (wB97M-V/def2-TZVPD).

Output
**HOMO-LUMO gap**: 1.4 eV
**E_HOMO**: -0.05222 hartree
**Total charge**: -1
**LUMO level**: -0.001 eV

The geometry in XYZ format:
```
47
Properties=species:S:1:pos:R:3:mulliken_charge:R:1
C -0.59 3.69 0.19 -0.74
C -0.47 2.70 -1.11 -0.09
C -1.84 1.86 -1.48 -0.67
C -1.84 0.30 -0.88 -0.48
C -2.34 0.21 0.68 -0.55
N -1.61 -0.84 1.50 -0.27
C -0.11 -0.53 1.61 0.16
N 0.35 0.74 1.88 -0.45
N 0.81 -1.74 1.39 -0.58
H -1.70 3.92 0.49 0.12
H 0.07 3.34 1.10 0.09
H -0.23 3.38 -2.05 0.17
H 0.42 1.95 -0.98 0.10
H -2.84 2.44 -1.24 0.26
H -1.83 1.72 -2.66 0.29
H -2.66 -0.29 -1.52 0.27
H -0.82 -0.26 -1.09 0.26
H -3.49 -0.12 0.69 0.29
H -2.28 1.27 1.21 0.31
H -2.01 -0.81 2.48 0.29
H 1.39 0.73 1.91 0.18
H 0.73 -2.26 2.31 0.27
H 1.81 -1.45 1.34 0.29
C 2.03 3.72 -4.77 -0.26
C 2.92 4.45 -5.46 -0.36
C 4.37 4.31 -5.23 0.32
O 5.18 4.97 -5.86 -0.63
C 4.80 3.33 -4.22 -0.38
C 3.92 2.60 -3.53 -0.34
C 2.46 2.74 -3.76 0.31
O 1.65 2.08 -3.13 -0.53
H 0.96 3.82 -4.93 0.40
H 2.62 5.17 -6.21 0.38
H 5.87 3.23 -4.06 0.37
H 4.22 1.88 -2.78 0.40
C -1.01 -4.40 3.02 0.05
C -1.87 -5.34 2.61 -0.63
C -2.58 -6.20 3.57 0.33
O -3.36 -7.06 3.19 -0.58
C -2.31 -5.98 5.01 -0.39
C -1.45 -5.04 5.42 -0.45
C -0.74 -4.18 4.45 0.76
O 0.04 -3.32 4.83 -0.59
H -0.48 -3.76 2.33 0.09
H -2.07 -5.51 1.56 0.42
H -2.84 -6.62 5.70 0.39
H -1.25 -4.87 6.47 0.40
```

***

Entry from the Open Molecules 2025 dataset: a molecular structure, C35H44As2N6O8PPtTe (wB97M-V/def2-TZVPD).

Output
**HOMO-LUMO gap**: 6.9 eV
**E_HOMO**: -0.33572 hartree
**Total charge**: +1
**Relative energy (zero: lowest compared OMol25 entry of this formula, charge and spin)**: 0.00 kcal/mol
**LUMO level**: -2.200 eV

The geometry in XYZ format:
```
98
Properties=species:S:1:pos:R:3:mulliken_charge:R:1
Pt 0.14 0.04 -0.51 3.18
C -5.25 2.54 -0.68 -0.82
N -3.80 2.63 -0.73 0.31
C -3.08 3.65 -1.27 -0.52
C -1.76 3.34 -1.08 -0.86
N -1.67 2.16 -0.43 0.38
C -2.90 1.74 -0.23 -0.50
P -3.35 0.17 0.55 -0.59
C -1.96 -0.05 1.72 -0.24
N -0.68 -0.24 1.44 -0.18
C -0.04 -0.48 2.63 -0.39
C -0.95 -0.43 3.64 -1.10
N -2.16 -0.16 3.06 0.30
C -3.42 -0.02 3.77 -0.88
C -2.76 -1.03 -0.68 0.10
N -1.52 -1.16 -1.13 -0.11
C -1.49 -2.27 -1.93 -0.81
C -2.73 -2.82 -1.96 -1.01
N -3.53 -2.03 -1.18 0.29
C -4.94 -2.25 -0.92 -0.84
H -5.67 3.25 -1.39 0.34
H -5.62 2.78 0.31 0.33
H -5.59 1.54 -0.96 0.25
H -3.56 4.49 -1.74 0.49
H -0.88 3.90 -1.37 0.52
H 1.01 -0.69 2.68 0.46
H -0.84 -0.57 4.70 0.50
H -3.25 -0.29 4.81 0.35
H -4.17 -0.69 3.35 0.34
H -3.78 1.00 3.72 0.32
H -0.59 -2.59 -2.44 0.69
H -3.12 -3.67 -2.48 0.55
H -5.29 -3.04 -1.57 0.34
H -5.51 -1.35 -1.14 0.28
H -5.11 -2.54 0.11 0.33
C -2.76 -3.09 -6.61 -1.66
C -1.93 -2.21 -5.73 0.73
C -2.45 -1.06 -5.15 -1.23
C -1.68 -0.23 -4.34 1.15
C -2.33 0.99 -3.73 -1.41
C -0.34 -0.56 -4.11 -0.12
Te 0.86 0.71 -2.90 0.07
C 0.21 -1.71 -4.67 0.89
C 1.64 -2.13 -4.45 -1.45
C -0.59 -2.52 -5.47 -1.01
H -3.80 -2.77 -6.63 0.35
H -2.73 -4.13 -6.28 0.36
H -2.39 -3.07 -7.64 0.38
H -3.49 -0.80 -5.34 0.30
H -3.40 0.99 -3.94 0.35
H -1.90 1.91 -4.14 0.44
H -2.17 1.03 -2.65 0.14
H 1.91 -2.14 -3.39 0.22
H 2.33 -1.44 -4.94 0.35
H 1.81 -3.13 -4.85 0.39
H -0.17 -3.41 -5.91 0.39
C 1.12 -3.89 0.24 -0.76
O 1.65 -2.75 0.93 -0.15
C 2.70 -2.18 0.36 -0.64
O 3.17 -2.47 -0.71 -0.60
C 3.09 -0.91 1.07 -0.59
C 3.97 -0.86 2.07 1.35
As 4.63 0.73 3.04 -0.14
C 3.93 0.14 4.79 -1.11
C 3.17 1.98 2.64 1.12
C 2.26 1.92 1.67 -0.91
As 2.26 0.62 0.23 1.57
C 3.71 1.27 -0.86 -1.21
C 1.18 2.94 1.45 -0.31
O 1.12 3.61 0.45 -0.60
O 0.27 2.90 2.42 -0.11
C -0.78 3.89 2.36 -0.64
C 3.26 3.15 3.59 0.29
O 3.88 3.09 4.62 -0.56
O 2.71 4.26 3.12 -0.18
C 2.84 5.42 3.97 -0.82
C 4.67 -2.13 2.47 0.34
O 4.34 -3.24 2.12 -0.58
O 5.72 -1.88 3.24 -0.31
C 6.49 -3.03 3.64 -0.75
H 1.70 -4.77 0.51 0.36
H 1.16 -3.74 -0.83 0.25
H 0.09 -4.00 0.59 0.23
H 3.96 -0.94 4.85 0.46
H 2.92 0.50 4.94 0.32
H 4.57 0.56 5.57 0.36
H 4.57 1.41 -0.21 0.41
H 3.42 2.21 -1.32 0.46
H 3.92 0.53 -1.63 0.43
H -1.05 4.10 3.39 0.34
H -1.63 3.47 1.82 0.02
H -0.43 4.78 1.86 0.37
H 2.37 6.23 3.42 0.28
H 3.89 5.63 4.15 0.32
H 2.34 5.24 4.92 0.34
H 7.29 -2.64 4.27 0.25
H 6.88 -3.54 2.77 0.31
H 5.86 -3.72 4.20 0.33
```

***

Entry from the Open Molecules 2025 dataset: a molecular structure, CH5N2OPS (wB97M-V/def2-TZVPD).

Output
**HOMO-LUMO gap**: 9.5 eV
**E_HOMO**: -0.34994 hartree
**Total charge**: 0
**Relative energy (zero: lowest compared OMol25 entry of this formula, charge and spin)**: 34.87 kcal/mol
**LUMO level**: 0.020 eV

The geometry in XYZ format:
```
11
Properties=species:S:1:pos:R:3:mulliken_charge:R:1
C 0.76 -0.72 -0.39 0.75
N 1.13 -1.96 -0.86 -0.46
N -0.30 0.01 -0.58 -0.45
O 1.67 -0.43 0.46 -0.74
P -0.28 1.15 0.47 0.28
S -2.49 1.80 0.50 -0.36
H 0.73 -2.29 -1.77 0.24
H 2.14 -1.98 -0.64 0.27
H 0.10 2.49 0.03 0.14
H -0.03 0.94 1.75 0.16
H -3.44 0.98 1.03 0.16
```

***

Entry from the Open Molecules 2025 dataset: 8 unconnected molecules or ions with the total composition C10H37NO9 (wB97M-V/def2-TZVPD).

Output
**HOMO-LUMO gap**: 9.7 eV
**E_HOMO**: -0.33496 hartree
**Total charge**: 0
**Relative energy (zero: lowest compared OMol25 entry of this formula, charge and spin)**: 38.46 kcal/mol
**Structure (SMILES)**: COCCNCCOC.CO.CO.CO.CO.O.O.O
**LUMO level**: 0.592 eV

The geometry in XYZ format:
```
57
Properties=species:S:1:pos:R:3:mulliken_charge:R:1
C -0.23 3.38 0.16 -0.79
O -0.73 2.53 1.14 -0.28
C 0.29 2.14 2.10 -0.09
C -0.24 1.58 3.53 -0.92
N -0.39 0.12 3.47 -0.22
C 0.88 -0.61 3.38 -0.81
C 1.68 -0.63 4.67 -0.64
O 0.94 -1.25 5.67 -0.26
C 1.52 -1.30 6.91 -0.84
H -1.10 3.85 -0.37 0.30
H 0.33 2.87 -0.61 0.32
H 0.37 4.31 0.52 0.29
H 0.84 3.03 2.37 0.50
H 1.00 1.35 1.73 -0.04
H -1.22 2.10 3.77 0.36
H 0.51 1.93 4.25 0.41
H -0.96 -0.29 4.22 0.39
H 1.51 -0.05 2.67 0.31
H 0.70 -1.56 2.90 0.51
H 1.86 0.48 4.88 0.23
H 2.62 -1.10 4.37 0.42
H 1.67 -0.34 7.34 0.36
H 2.53 -1.74 6.89 0.31
H 0.91 -1.84 7.62 0.25
C 0.52 1.62 -6.45 -0.49
O 0.84 0.38 -7.03 -0.50
H 1.31 1.96 -5.82 0.27
H 0.33 2.35 -7.24 0.25
H -0.50 1.52 -5.96 0.19
H 1.20 -0.17 -6.34 0.29
C -1.67 -2.50 -5.35 -0.53
O -1.78 -2.49 -3.90 -0.52
H -1.58 -3.55 -5.64 0.25
H -2.57 -2.16 -5.82 0.31
H -0.78 -2.03 -5.67 0.18
H -2.14 -1.68 -3.50 0.28
C -1.97 0.99 -1.46 -0.25
O -1.10 0.08 -2.10 -0.36
H -2.99 0.78 -1.77 0.28
H -1.91 0.78 -0.36 -0.06
H -1.65 2.01 -1.72 0.19
H -0.76 -0.51 -1.45 0.26
C 2.35 -0.27 -1.46 -0.49
O 1.85 0.47 -0.40 -0.44
H 3.29 0.20 -1.77 0.28
H 2.63 -1.32 -1.25 0.25
H 1.67 -0.24 -2.39 0.11
H 1.05 0.04 -0.04 0.21
O -2.81 -0.45 2.00 -0.77
H -2.14 0.00 2.56 0.38
H -3.27 0.19 1.43 0.32
O 0.04 -3.31 -1.75 -0.58
H -0.33 -2.99 -2.59 0.38
H 0.06 -4.28 -1.85 0.26
O -0.45 -1.29 0.52 -0.64
H -0.77 -2.03 0.01 0.23
H -1.27 -1.06 0.99 0.40
```

***

Entry from the Open Molecules 2025 dataset: a molecular structure, C28H29N8PbS (wB97M-V/def2-TZVPD).

Output
**HOMO-LUMO gap**: 7.1 eV
**E_HOMO**: -0.35912 hartree
**Total charge**: +1
**Relative energy (zero: lowest compared OMol25 entry of this formula, charge and spin)**: 6.73 kcal/mol
**LUMO level**: -2.641 eV

The geometry in XYZ format:
```
67
Properties=species:S:1:pos:R:3:mulliken_charge:R:1
Pb 0.82 -1.22 1.89 1.04
N -1.97 2.67 2.08 0.01
C -1.08 2.90 3.10 -1.00
C 0.05 2.22 2.76 -0.27
N -0.13 1.57 1.56 0.26
C -1.35 1.87 1.18 -0.66
C -1.95 1.40 -0.06 0.57
N -1.26 1.04 -1.12 -0.23
C -2.20 0.69 -2.07 -0.83
C -3.45 0.84 -1.57 -0.65
N -3.28 1.29 -0.28 -0.01
H -2.88 3.08 2.00 0.20
H -1.32 3.51 3.95 0.44
H 0.97 2.13 3.32 0.47
H -1.91 0.33 -3.04 0.49
H -4.42 0.66 -1.98 0.46
H -4.01 1.35 0.42 0.31
C 2.49 -2.82 -2.06 -0.77
C 1.42 -3.44 -2.68 -0.90
C 0.16 -3.34 -2.13 -0.82
C -0.06 -2.60 -0.96 0.64
C 1.02 -2.00 -0.30 -0.39
C 2.28 -2.13 -0.87 -0.10
C -1.45 -2.44 -0.45 1.17
C -2.58 -2.76 -1.26 -0.66
C -3.83 -2.50 -0.80 -1.12
C -4.01 -1.86 0.45 1.38
C -5.26 -1.44 0.94 -0.82
C -5.35 -0.77 2.13 -0.65
C -4.19 -0.52 2.89 -0.75
C -2.96 -0.94 2.45 -0.20
C -2.84 -1.60 1.21 -0.10
N -1.60 -1.93 0.75 -0.36
H 3.49 -2.90 -2.47 0.48
H 1.57 -4.02 -3.58 0.41
H -0.66 -3.86 -2.62 0.36
H 3.14 -1.71 -0.36 0.33
H -2.45 -3.19 -2.23 0.29
H -4.70 -2.74 -1.40 0.45
H -6.15 -1.66 0.36 0.44
H -6.32 -0.46 2.51 0.41
H -4.28 -0.02 3.85 0.45
H -2.07 -0.76 3.03 0.36
S 3.35 -2.26 2.35 -0.44
C 3.82 -0.62 2.15 0.36
C 5.11 -0.17 2.51 -0.87
C 5.44 1.15 2.38 -0.21
C 4.48 2.06 1.91 -1.30
C 3.24 1.57 1.57 -0.37
N 2.92 0.26 1.66 -0.03
H 5.81 -0.89 2.90 0.45
H 6.42 1.50 2.66 0.40
H 4.69 3.12 1.82 0.44
H 2.45 2.23 1.23 0.81
N 2.61 0.94 -3.78 -0.49
C 2.03 2.17 -3.25 -0.78
C 2.16 2.17 -1.73 -0.56
N 1.58 0.90 -1.21 1.14
H 2.24 0.71 -4.69 0.21
H 1.85 0.14 -1.85 0.56
H 3.62 1.01 -3.87 0.20
H 0.98 2.20 -3.52 0.36
H 2.49 3.09 -3.63 0.41
H 1.63 3.00 -1.28 0.39
H 3.20 2.21 -1.41 0.44
H 1.92 0.66 -0.27 -0.52
H 0.53 0.95 -1.17 0.29
```

***

no.,F_max (eV/A),calculated total energy (Eh)
1,2.87,-481.5637
2,2.28,-1531.0869
3,4.82,-877.9812
4,5.87,-1164.0471
5,0.81,-7490.6704
6,6.00,-965.3400
7,2.62,-1134.9767
8,0.24,-2113.3602